Molecular formula: C28H19HgN6O3S2
Method: DFT, ωB97M-V with the def2-TZVPD basis set

Geometry as XYZ:
```
59
Properties=species:S:1:pos:R:3:forces:R:3:mulliken_charge:R:1
Hg 0.772 0.378 1.888 0.200 -0.330 0.379 1.257
S 0.938 2.615 2.783 0.009 0.072 0.077 -0.601
C -0.590 2.553 3.710 0.092 0.279 -0.111 0.700
C -1.022 3.755 4.213 -0.032 0.052 -0.011 -1.037
C -2.229 3.948 4.928 0.102 0.079 -0.050 0.185
C -2.555 5.234 5.386 -0.061 0.111 0.111 0.126
N -2.811 6.306 5.767 0.028 -0.100 -0.075 -0.756
C -3.077 2.791 5.116 -0.039 -0.156 -0.014 0.001
C -2.608 1.557 4.602 -0.031 -0.053 0.019 -0.436
C -1.421 1.380 3.932 -0.180 -0.129 0.138 -0.047
S -1.062 -0.287 3.402 0.119 0.019 -0.082 -0.555
C -4.327 2.834 5.751 -0.140 0.083 0.055 0.122
N -5.373 2.862 6.268 0.117 -0.028 -0.042 -0.750
H -0.409 4.634 4.044 0.025 -0.037 -0.024 0.405
H -3.242 0.689 4.756 0.027 -0.008 -0.023 0.402
O 0.642 -0.851 -0.407 0.075 0.082 -0.076 -0.404
C 1.566 -1.923 -0.532 -0.122 0.169 -0.081 2.351
C 2.670 -1.861 0.569 0.356 -0.224 0.169 0.150
O 3.502 -2.776 0.515 0.019 0.071 0.023 -0.732
O 2.659 -0.900 1.386 -0.349 0.037 -0.231 -0.698
C 0.772 -3.214 -0.377 -0.048 -0.004 -0.026 -0.589
C 1.359 -4.448 -0.656 -0.026 0.089 -0.012 -0.294
C 0.628 -5.617 -0.527 0.013 -0.010 0.006 -0.749
C -0.698 -5.575 -0.112 0.005 -0.023 -0.008 -0.346
C -1.282 -4.352 0.173 -0.016 0.027 0.012 -0.881
C -0.554 -3.175 0.039 0.032 -0.001 0.070 -0.138
C 2.179 -1.830 -1.935 0.056 -0.090 0.048 -0.611
C 1.315 -1.901 -3.029 0.005 -0.011 0.060 -0.115
C 1.791 -1.763 -4.321 -0.014 0.017 -0.033 -0.724
C 3.147 -1.547 -4.545 -0.006 0.004 -0.013 -0.369
C 4.011 -1.472 -3.464 -0.010 0.002 0.019 -0.882
C 3.532 -1.617 -2.165 0.009 0.051 -0.015 -0.207
H 1.036 -0.040 -0.790 -0.075 -0.085 0.005 0.357
H 2.398 -4.473 -0.952 0.024 -0.013 -0.007 0.430
H 1.099 -6.570 -0.742 0.001 0.007 -0.002 0.359
H -1.266 -6.491 -0.004 0.002 0.007 -0.002 0.363
H -2.309 -4.303 0.515 0.006 -0.005 -0.001 0.421
H -1.008 -2.223 0.279 -0.011 0.008 -0.004 0.409
H 0.260 -2.064 -2.846 0.001 0.004 -0.014 0.468
H 1.104 -1.821 -5.157 0.004 0.000 -0.001 0.395
H 3.523 -1.439 -5.556 -0.001 -0.001 0.006 0.366
H 5.070 -1.305 -3.625 -0.007 -0.002 -0.001 0.373
H 4.211 -1.581 -1.323 -0.006 -0.006 -0.034 0.481
N -2.260 2.805 -1.145 0.054 0.066 0.090 -0.153
C -3.001 2.610 0.002 -0.160 0.100 -0.066 -0.935
C -2.287 1.750 0.771 0.164 -0.157 0.214 -0.558
N -1.109 1.431 0.142 -0.080 -0.164 -0.204 0.533
C -1.109 2.076 -0.987 -0.239 0.290 0.039 -0.004
C -0.063 2.059 -1.987 -0.053 0.060 -0.200 0.095
N 1.139 1.569 -1.848 0.113 -0.122 0.156 -0.271
C 1.769 1.748 -3.053 0.124 -0.088 0.064 -0.732
C 0.937 2.361 -3.932 -0.072 0.106 -0.163 -0.451
N -0.238 2.578 -3.239 0.065 -0.145 -0.044 -0.153
H -2.387 3.580 -1.772 -0.007 -0.038 -0.029 0.269
H -3.947 3.100 0.158 0.024 0.008 0.034 0.453
H -2.497 1.342 1.749 -0.109 0.058 -0.082 0.512
H 2.778 1.404 -3.201 0.014 0.007 -0.047 0.482
H 1.061 2.666 -4.956 -0.003 -0.022 0.012 0.450
H -1.123 2.805 -3.655 0.012 0.086 0.023 0.267
```
Forces are in eV/Å.

Properties
E_tot	-70274.906	eV
spin multiplicity	2
total charge	-2
ΔE to the lowest compared entry with this formula, charge and spin	0.0	kcal per mole
expectation value of S²	0.767